Here is C6H11NO9SZn as an isolated structure from OMol25. Energies are from the ωB97M-V functional and the def2-TZVPD basis.

The calculation puts the HOMO energy at -1.764 eV. Its spin multiplicity is 1. The net charge is -2. The LUMO energy comes out at 4.98 eV. The calculated total energy comes out at -3144.89673 hartree.

Positions of all 29 atoms, in Å:
Zn  1.131  -0.652  0.683
C  4.078  -2.233  -1.480
C  3.019  -1.462  -0.724
O  3.316  -0.902  0.369
O  1.855  -1.420  -1.199
H  3.967  -2.010  -2.543
H  3.885  -3.297  -1.344
H  5.074  -1.956  -1.143
C  0.826  3.174  1.755
C  0.899  1.699  1.430
O  1.183  0.860  2.306
O  0.636  1.358  0.232
H  1.533  3.690  1.104
H  0.986  3.359  2.812
H  -0.163  3.523  1.448
S  -0.470  -2.709  1.417
O  -0.570  -3.994  0.730
O  -0.775  -1.558  0.455
O  -1.318  -2.647  2.605
O  0.967  -2.374  1.783
O  -4.315  -0.178  -0.271
C  -3.529  0.569  -0.837
N  -2.190  0.495  -0.788
C  -4.066  1.687  -1.719
H  -1.660  -0.247  -0.308
H  -1.621  1.293  -1.018
H  -4.310  2.552  -1.092
H  -5.001  1.373  -2.177
H  -3.366  2.009  -2.489